Density functional theory data (ωB97M-V/def2-TZVPD) for a cluster of 4 separate species, C46H73BN7O8PS3 in total at a distorted geometry.

Last column: Löwdin charge in e.
Geometry (Å):
1 N -1.814 -1.085 1.715  0.115
2 B -2.266 -1.654 0.382  -0.516
3 O -1.866 -3.070 0.063  -0.001
4 C -3.157 -0.880 -0.764  -0.038
5 C -4.818 -1.019 -0.625  -0.004
6 C -5.699 -0.234 -1.779  -0.062
7 C -5.026 0.617 -3.042  -0.268
8 P -6.261 1.428 -4.262  0.815
9 N -5.545 2.812 -5.132  -0.234
10 O -7.492 2.156 -3.212  -0.387
11 C -3.365 0.725 -3.191  -0.167
12 C -2.481 -0.030 -2.036  -0.323
13 S -0.584 0.071 -2.155  0.839
14 C -0.323 1.681 -3.141  -0.324
15 C 1.107 2.532 -2.976  -0.117
16 C 2.307 2.062 -1.963  -0.209
17 C 3.581 3.089 -1.866  -0.265
18 C 3.214 4.529 -1.097  -0.493
19 S 4.827 5.434 -0.794  0.791
20 C 4.860 6.202 0.950  -0.939
21 S 3.916 5.443 2.142  0.632
22 N 5.737 7.419 1.121  -0.169
23 C 4.952 8.700 1.297  -0.144
24 C 5.864 10.100 1.369  -0.006
25 C 5.245 11.600 1.603  -0.075
26 C 3.621 11.739 1.780  -0.088
27 C 2.705 10.373 1.662  -0.065
28 C 3.324 8.845 1.421  -0.012
29 C 6.677 7.319 2.299  -0.192
30 C 8.311 7.211 1.966  0.009
31 C 9.376 7.150 3.235  -0.071
32 C 8.926 7.189 4.831  -0.075
33 C 7.320 7.266 5.159  -0.065
34 C 6.274 7.349 3.888  -0.018
35 C 1.299 3.914 -3.887  -0.026
36 C 0.116 4.478 -4.897  -0.059
37 C -1.266 3.583 -4.989  -0.014
38 C -1.528 2.177 -4.133  -0.173
39 N -2.841 1.477 -4.392  -0.055
40 H -2.090 -0.071 1.749  0.083
41 H -2.342 -1.644 2.446  0.072
42 H -1.751 -3.555 0.954  0.111
43 H -5.313 -1.651 0.258  0.097
44 H -6.876 -0.328 -1.709  0.088
45 H -4.852 3.343 -4.553  0.026
46 H -4.993 2.382 -5.922  0.023
47 H -6.975 2.812 -2.630  0.065
48 H 2.716 0.973 -2.234  0.129
49 H 1.805 1.928 -0.889  0.125
50 H 4.068 3.300 -2.922  0.115
51 H 4.415 2.537 -1.217  0.122
52 H 2.621 4.224 -0.136  0.069
53 H 2.514 5.220 -1.743  0.076
54 H 7.048 10.015 1.244  0.096
55 H 6.022 12.502 1.665  0.092
56 H 3.194 12.824 1.970  0.083
57 H 1.529 10.528 1.780  0.085
58 H 2.629 7.905 1.344  0.063
59 H 8.719 7.211 0.869  0.089
60 H 10.543 7.109 3.039  0.079
61 H 9.694 7.163 5.725  0.083
62 H 6.879 7.264 6.269  0.094
63 H 5.119 7.426 4.179  0.088
64 H 2.299 4.564 -3.856  0.092
65 H 0.327 5.453 -5.509  0.084
66 H -2.091 3.967 -5.735  0.079
67 H -2.718 0.789 -5.173  0.133
68 C -4.870 -7.895 2.131  -0.104
69 O -5.928 -7.197 2.775  -0.195
70 C -6.052 -7.515 4.168  -0.192
71 C -5.621 -6.321 5.038  -0.194
72 N -4.175 -6.101 4.968  -0.071
73 C -3.741 -4.820 5.540  -0.183
74 C -4.278 -3.529 4.887  -0.206
75 O -3.788 -3.296 3.565  -0.198
76 C -4.496 -3.989 2.545  -0.083
77 H -4.971 -7.743 1.053  0.091
78 H -3.900 -7.498 2.439  0.072
79 H -4.918 -8.968 2.337  0.089
80 H -5.505 -8.429 4.435  0.115
81 H -7.115 -7.703 4.347  0.120
82 H -5.906 -6.519 6.077  0.122
83 H -6.175 -5.446 4.689  0.098
84 H -3.881 -6.127 3.995  0.069
85 H -2.647 -4.803 5.466  0.121
86 H -3.982 -4.811 6.609  0.119
87 H -3.911 -2.689 5.489  0.122
88 H -5.371 -3.460 4.920  0.111
89 H -5.560 -4.101 2.775  0.096
90 H -4.035 -4.957 2.362  0.075
91 H -4.405 -3.414 1.618  0.067
92 C 0.710 4.736 -10.233  -0.114
93 O 1.771 3.908 -10.691  -0.199
94 C 2.750 4.617 -11.464  -0.201
95 C 4.070 4.745 -10.683  -0.208
96 N 3.938 5.669 -9.555  -0.058
97 C 5.062 5.619 -8.612  -0.195
98 C 5.324 4.283 -7.883  -0.217
99 O 4.306 3.919 -6.949  -0.190
100 C 3.181 3.270 -7.528  -0.098
101 H -0.073 4.089 -9.827  0.089
102 H 1.051 5.396 -9.432  0.071
103 H 0.285 5.326 -11.049  0.087
104 H 2.383 5.595 -11.802  0.121
105 H 2.937 4.009 -12.355  0.118
106 H 4.848 5.112 -11.361  0.121
107 H 4.349 3.742 -10.348  0.098
108 H 3.088 5.449 -9.042  0.065
109 H 4.863 6.382 -7.850  0.117
110 H 5.975 5.929 -9.133  0.115
111 H 6.235 4.416 -7.288  0.119
112 H 5.539 3.459 -8.573  0.108
113 H 3.451 2.648 -8.387  0.089
114 H 2.427 4.004 -7.804  0.062
115 H 2.732 2.624 -6.767  0.086
116 C -3.483 -9.557 9.196  -0.114
117 O -2.119 -9.629 8.803  -0.200
118 C -1.570 -10.950 8.901  -0.201
119 C -1.316 -11.539 7.502  -0.208
120 N -2.572 -11.849 6.815  -0.058
121 C -2.410 -12.141 5.385  -0.194
122 C -1.840 -11.023 4.487  -0.215
123 O -2.710 -9.900 4.330  -0.196
124 C -2.643 -8.951 5.388  -0.096
125 H -3.757 -8.501 9.273  0.089
126 H -4.128 -10.018 8.444  0.072
127 H -3.643 -10.030 10.167  0.086
128 H -2.194 -11.615 9.512  0.121
129 H -0.605 -10.846 9.408  0.118
130 H -0.725 -12.455 7.604  0.121
131 H -0.726 -10.808 6.942  0.098
132 H -3.205 -11.057 6.904  0.065
133 H -3.407 -12.399 5.007  0.117
134 H -1.793 -13.041 5.276  0.115
135 H -1.723 -11.446 3.483  0.118
136 H -0.837 -10.704 4.793  0.109
137 H -1.639 -8.872 5.817  0.092
138 H -3.374 -9.195 6.156  0.069
139 H -2.920 -7.972 4.984  0.056

Properties
LUMO level, eV: -0.85
Relative energy (zero: lowest compared OMol25 entry of this formula, charge and spin), kJ/mol: 3350.1
Kohn-Sham gap, hartree: 0.259

Density functional theory data (ωB97M-V/def2-TZVPD) for a structure of composition C21H37Cl8MgO10 at a distorted geometry.

Last column: Löwdin charge in e.
Geometry (Å):
1 Mg 26.533 -7.670 -9.979  1.105
2 C 24.273 -5.310 -10.197  -0.256
3 O 25.368 -6.155 -10.339  -0.422
4 H 23.299 -5.734 -9.923  0.061
5 H 24.496 -4.548 -9.439  0.062
6 H 24.059 -4.726 -11.102  0.053
7 C 31.891 -3.824 -10.414  -0.008
8 C 30.679 -4.356 -11.132  -0.283
9 C 30.975 -5.639 -11.976  -0.023
10 O 29.856 -6.481 -11.644  0.105
11 C 29.212 -6.005 -10.613  -0.528
12 O 28.133 -6.463 -10.247  0.049
13 O 29.749 -4.889 -10.186  0.130
14 H 31.584 -2.968 -9.811  0.100
15 H 32.658 -3.566 -11.142  0.105
16 H 32.265 -4.552 -9.692  0.100
17 H 30.292 -3.577 -11.791  0.150
18 H 31.874 -6.131 -11.601  0.140
19 H 31.079 -5.573 -13.055  0.145
20 C 22.348 -12.514 -11.088  -0.011
21 C 22.926 -11.302 -11.788  -0.290
22 C 21.990 -10.071 -11.699  -0.048
23 O 22.796 -9.101 -11.000  0.113
24 C 23.974 -9.608 -10.714  -0.507
25 O 24.891 -8.959 -10.255  0.071
26 O 24.060 -10.906 -11.028  0.126
27 H 23.083 -13.304 -10.947  0.096
28 H 21.544 -12.994 -11.650  0.099
29 H 21.922 -12.172 -10.144  0.097
30 H 23.047 -11.449 -12.861  0.159
31 H 21.078 -10.254 -11.134  0.136
32 H 21.747 -9.706 -12.694  0.140
33 C 27.410 -2.843 -12.447  -0.006
34 C 27.340 -3.832 -13.584  -0.322
35 C 26.252 -4.863 -13.496  -0.085
36 O 25.655 -4.852 -14.799  0.085
37 C 26.141 -3.828 -15.513  -0.557
38 O 25.714 -3.457 -16.558  0.178
39 O 27.113 -3.161 -14.828  0.101
40 H 26.462 -2.347 -12.239  0.067
41 H 28.133 -2.046 -12.633  0.096
42 H 27.766 -3.264 -11.503  0.080
43 H 28.304 -4.350 -13.645  0.142
44 H 25.458 -4.580 -12.800  0.114
45 H 26.548 -5.847 -13.140  0.126
46 Cl 18.829 -6.837 -9.349  0.587
47 C 20.008 -6.848 -10.726  -0.589
48 C 19.573 -5.722 -11.690  -0.662
49 Cl 20.047 -4.142 -11.122  0.655
50 H 20.008 -7.839 -11.173  0.053
51 H 20.975 -6.650 -10.270  0.037
52 H 18.498 -5.800 -11.832  0.069
53 H 20.045 -5.792 -12.670  0.068
54 Cl 26.212 -6.123 -5.237  0.570
55 C 26.138 -5.214 -6.756  -0.688
56 C 27.454 -4.510 -7.058  -0.671
57 Cl 27.621 -3.012 -6.109  0.574
58 H 25.366 -4.454 -6.640  0.047
59 H 25.784 -5.825 -7.584  0.041
60 H 27.378 -4.241 -8.113  0.060
61 H 28.337 -5.111 -6.859  0.062
62 Cl 18.945 -3.090 -6.123  0.546
63 C 19.608 -3.669 -7.687  -0.697
64 C 20.672 -4.675 -7.460  -0.730
65 Cl 22.105 -4.024 -6.649  0.563
66 H 20.091 -2.809 -8.152  0.016
67 H 18.809 -4.058 -8.311  0.042
68 H 21.014 -4.873 -8.480  0.014
69 H 20.299 -5.576 -6.979  0.066
70 Cl 24.717 0.045 -10.956  0.580
71 C 24.137 -1.538 -10.443  -0.700
72 C 22.618 -1.705 -10.546  -0.668
73 Cl 21.805 -0.801 -9.255  0.588
74 H 24.472 -1.763 -9.432  0.068
75 H 24.611 -2.300 -11.064  0.031
76 H 22.349 -2.756 -10.431  0.010
77 H 22.225 -1.452 -11.529  0.076

Properties
LUMO level, eV: -4.43
Kohn-Sham gap, hartree: 0.270
Charge: +1

Density functional theory data (ωB97M-V/def2-TZVPD) for the molecule C4H4N2O.

Last column: Löwdin charge in e.
Geometry (Å):
1 H -1.260 0.089 -2.367  0.073
2 N -0.313 0.353 -2.101  0.184
3 C -0.280 0.665 -0.882  -0.458
4 C 0.994 0.600 -0.172  0.007
5 C 0.924 -0.371 0.747  -0.055
6 C -0.383 -0.680 1.309  -0.137
7 N -1.477 -0.073 1.017  0.078
8 O -1.413 0.760 -0.091  -0.033
9 H 1.904 1.009 -0.596  0.120
10 H 1.777 -0.981 0.994  0.108
11 H -0.472 -1.371 2.140  0.113

Properties
LUMO level, eV: -0.10
Relative energy (zero: lowest compared OMol25 entry of this formula, charge and spin), kJ/mol: 303.2
Kohn-Sham gap, hartree: 0.348

Density functional theory data (ωB97M-V/def2-TZVPD) for a structure of composition C23H28Cl3GeN8O3SSbTa at a distorted geometry.

Last column: Löwdin spin population.
Geometry (Å):
1 Ta 0.756 0.648 -0.080  0.071
2 C -1.035 2.102 3.728  0.001
3 C -2.158 2.115 2.738  0.033
4 C -3.311 2.859 2.976  0.013
5 C -4.328 2.872 2.046  0.004
6 C -4.215 2.103 0.890  0.019
7 C -3.049 1.381 0.701  0.027
8 N -2.059 1.410 1.595  0.319
9 Sb -3.115 -0.044 -0.972  0.015
10 C -1.829 0.903 -2.430  0.002
11 C -2.362 0.905 -3.705  0.000
12 C -1.732 1.653 -4.695  0.000
13 C -0.652 2.432 -4.345  0.000
14 C -0.159 2.402 -3.041  0.000
15 C 0.984 3.284 -2.664  0.005
16 N -0.714 1.593 -2.115  0.003
17 C -1.976 -1.648 -0.099  0.002
18 C -2.408 -2.921 -0.413  0.001
19 C -1.916 -3.991 0.329  0.000
20 C -1.080 -3.724 1.391  0.000
21 C -0.694 -2.411 1.661  0.000
22 C 0.146 -2.124 2.865  0.000
23 N -1.107 -1.389 0.891  0.004
24 H -1.425 2.044 4.744  0.000
25 H -0.447 3.017 3.641  -0.001
26 H -0.368 1.267 3.536  0.000
27 H -3.388 3.428 3.893  0.002
28 H -5.217 3.465 2.216  0.001
29 H -5.009 2.069 0.157  0.002
30 H -3.266 0.348 -3.916  0.000
31 H -2.101 1.640 -5.713  0.000
32 H -0.180 3.083 -5.068  0.000
33 H 0.955 4.199 -3.254  0.000
34 H 1.930 2.803 -2.878  0.000
35 H 0.945 3.551 -1.610  0.006
36 H -3.124 -3.081 -1.210  0.000
37 H -2.217 -5.004 0.095  0.000
38 H -0.719 -4.516 2.034  0.000
39 H 1.087 -2.672 2.810  0.000
40 H -0.379 -2.462 3.760  0.000
41 H 0.337 -1.059 2.947  0.000
42 C 2.240 -1.794 -3.128  0.000
43 C 1.064 -2.233 -2.260  0.000
44 C 0.538 -3.583 -2.707  0.000
45 O 0.053 -1.202 -2.272  -0.001
46 C 1.487 -2.294 -0.797  0.000
47 O 1.750 -3.282 -0.196  0.004
48 O 1.487 -1.059 -0.246  0.010
49 H 1.934 -1.781 -4.176  0.000
50 H 3.073 -2.489 -3.028  0.000
51 H 2.580 -0.792 -2.863  0.000
52 H 0.279 -3.564 -3.766  0.000
53 H -0.339 -3.868 -2.127  0.000
54 H 1.309 -4.334 -2.549  0.000
55 H -0.156 -1.018 -3.197  0.000
56 Cl 3.603 2.842 0.434  0.033
57 Ge 3.269 1.214 -0.946  -0.002
58 Cl 4.012 1.804 -2.866  -0.001
59 Cl 4.591 -0.354 -0.358  -0.001
60 S 0.195 2.670 0.784  0.428
61 N 3.202 1.098 5.165  0.000
62 N 3.013 0.550 3.934  0.000
63 N 3.538 -0.616 3.609  0.000
64 C 3.033 -0.815 2.407  0.000
65 N 2.240 0.203 2.049  -0.001
66 N 2.238 1.074 3.045  0.000
67 H 3.976 0.669 5.649  0.000
68 H 3.161 2.105 5.170  0.000
69 H 3.231 -1.683 1.802  0.000

Properties
LUMO level (alpha / beta), eV: -8.08 / -8.97
⟨S²⟩: 0.760
Relative energy (zero: lowest compared OMol25 entry of this formula, charge and spin), kJ/mol: 291.6
Kohn-Sham gap (alpha / beta), hartree: 0.236 / 0.201
Spin multiplicity: 2
Charge: +2

Density functional theory data (ωB97M-V/def2-TZVPD) for the molecule C2H7NO3S at a distorted geometry.

Last column: Löwdin charge in e.
Geometry (Å):
1 C 1.925 0.589 0.091  -0.097
2 C 1.145 -0.629 0.163  -0.261
3 O -0.180 -0.768 -0.599  -0.279
4 S -1.129 0.282 0.112  0.563
5 N -2.624 -0.221 -0.213  -0.107
6 O -1.106 0.156 1.610  -0.325
7 O -0.864 1.656 -0.368  -0.289
8 H 3.000 0.561 0.242  0.098
9 H 1.865 0.789 -0.967  0.086
10 H 1.460 1.465 0.462  0.066
11 H 0.889 -1.023 1.177  0.108
12 H 1.535 -1.685 -0.412  0.190
13 H -3.039 -1.126 0.012  0.087
14 H -2.876 -0.046 -1.309  0.159

Properties
LUMO level, eV: 0.35
Relative energy (zero: lowest compared OMol25 entry of this formula, charge and spin), kJ/mol: 199.0
Kohn-Sham gap, hartree: 0.405